(1)
Entry from the Open Molecules 2025 dataset: a cluster of 2 separate species, C3H6N2O in total (ωB97M-V with the def2-TZVPD basis set).

HOMO energy in Eh: -0.3553
Multiplicity: 1
Gap between HOMO and LUMO in eV: 10.3179
Lowest unoccupied orbital energy in eV: 0.65

```
12
C3H6N2O, DFT ωB97M-V with the def2-TZVPD basis set
C 1.00 0.93 -0.31
C -0.91 -1.25 0.87
C -0.01 1.88 -0.87
N 1.59 0.02 0.06
N -1.03 -2.24 0.09
O 2.22 -0.90 0.52
H -0.38 -1.16 1.74
H -1.15 -0.29 0.48
H -0.35 1.46 -1.87
H 0.31 2.92 -1.01
H -0.84 1.69 -0.18
H -0.45 -3.07 0.49
```

---

(2)
Entry from the Open Molecules 2025 dataset: a structure of composition C3H6N2O (ωB97M-V with the def2-TZVPD basis set).

HOMO energy in Eh: -0.3157
Multiplicity: 1
Gap between HOMO and LUMO in eV: 8.6699
Lowest unoccupied orbital energy in eV: 0.08

```
12
C3H6N2O, DFT ωB97M-V with the def2-TZVPD basis set
C 1.23 -0.83 -0.41
N 0.41 -0.40 0.69
C -0.86 0.26 0.53
C -0.03 1.41 0.39
N -1.50 -0.56 -0.65
O -2.57 -1.04 -0.45
H -1.51 0.21 1.40
H 2.26 -0.48 -0.27
H 1.24 -1.92 -0.43
H 0.89 -0.48 -1.40
H 0.48 1.63 -0.55
H -0.05 2.19 1.13
```